1.
Entry from the Open Molecules 2025 dataset: a 8-piece molecular cluster, C23H64BO22PS7 overall at a distorted geometry (the ωB97M-V functional and the def2-TZVPD basis).

For the gap between HOMO and LUMO, the calculation gives 8.86 eV. The calculation puts the HOMO energy at -8.44 eV. The maximum force comes out at 1.8 eV Å⁻¹. As for the electronic energy: -5723.45586 hartree. The structure (SMILES) is CCOS(C)(=O)=O.CCOS(C)(=O)=O.CCOS(C)(=O)=O.CCOS(C)(=O)=O.CCOS(C)(=O)=O.CCOS(C)(=O)=O.CCOS(C)(=O)=O.CCB(O)P. The lowest unoccupied orbital energy is 0.42 eV.

Geometry as ORCA input:
```
! wB97M-V def2-TZVPD RIJCOSX def2/J DEFGRID3
* xyz 0 1
C 0.7398 -1.3909 -1.6973
C 0.3228 -2.1971 -2.9124
O -0.0569 -1.3510 -4.0112
S 1.1044 -0.5834 -4.8155
C 0.1070 -0.0185 -6.1596
O 2.0475 -1.5528 -5.2980
O 1.5299 0.5541 -4.0539
H 1.6525 -0.8277 -1.8912
H 0.9251 -2.0453 -0.8454
H -0.0360 -0.6727 -1.4318
H 1.1094 -2.8926 -3.2134
H -0.5548 -2.7916 -2.6604
H -0.2488 -0.8766 -6.7235
H 0.7364 0.6124 -6.7829
H -0.7215 0.5610 -5.7593
C -6.1530 0.3932 0.0743
C -5.5955 -1.0174 0.0379
O -5.0085 -1.3466 -1.2359
S -3.5851 -0.7021 -1.5979
C -3.2579 -1.6860 -3.0291
O -2.6438 -1.0435 -0.5676
O -3.7756 0.6555 -2.0209
H -5.3589 1.1348 -0.0137
H -6.6769 0.5719 1.0137
H -6.8428 0.5553 -0.7529
H -4.8719 -1.1811 0.8389
H -6.4056 -1.7295 0.1894
H -3.1448 -2.7244 -2.7286
H -2.3368 -1.3184 -3.4783
H -4.0809 -1.5703 -3.7298
C -2.0580 -3.4225 3.9138
C -2.7563 -4.7235 4.2585
O -4.1220 -4.5292 4.6703
S -5.2004 -4.1632 3.5403
C -6.6467 -4.3847 4.5303
O -5.1632 -5.1735 2.5203
O -5.0808 -2.7721 3.2103
H -2.5012 -2.9566 3.0329
H -1.0040 -3.5985 3.7062
H -2.1426 -2.7144 4.7346
H -2.7144 -5.4299 3.4260
H -2.2523 -5.1915 5.1038
H -6.7271 -5.4307 4.8127
H -7.4996 -4.0870 3.9245
H -6.5704 -3.7456 5.4063
C 8.0881 -2.8542 1.3420
C 8.8351 -2.8208 0.0213
O 8.0439 -3.3086 -1.0735
S 6.8682 -2.3653 -1.6313
C 6.5090 -3.2900 -3.0927
O 7.4303 -1.0964 -2.0002
O 5.7403 -2.4512 -0.7488
H 7.2464 -2.1625 1.3385
H 8.7504 -2.5738 2.1618
H 7.6895 -3.8513 1.5311
H 9.2037 -1.8169 -0.2012
H 9.7028 -3.4771 0.0781
H 7.3709 -3.2591 -3.7534
H 5.6488 -2.8210 -3.5660
H 6.2677 -4.3111 -2.8084
C 6.0177 8.2251 -0.2924
C 5.5495 7.4660 -1.5198
O 5.1836 8.3392 -2.6022
S 6.3643 9.0639 -3.4131
C 5.3766 9.6747 -4.7443
O 7.2646 8.0603 -3.9080
O 6.8446 10.1790 -2.6489
H 6.9477 8.7582 -0.4870
H 6.1908 7.5378 0.5360
H 5.2750 8.9656 0.0066
H 6.3028 6.7488 -1.8528
H 4.6539 6.8979 -1.2712
H 4.9814 8.8342 -5.3080
H 6.0241 10.2834 -5.3713
H 4.5758 10.2837 -4.3329
C -11.5432 -2.0138 -2.1772
C -11.0257 -0.8260 -2.9675
O -11.4355 0.4317 -2.4072
S -10.7159 0.9244 -1.0577
C -11.3440 2.5752 -1.0583
O -9.2976 0.9533 -1.2784
O -11.2780 0.2202 0.0585
H -11.1023 -2.0496 -1.1817
H -11.2989 -2.9464 -2.6868
H -12.6243 -1.9489 -2.0522
H -9.9380 -0.8564 -3.0639
H -11.4391 -0.8524 -3.9752
H -10.9487 3.1055 -1.9202
H -11.0107 3.0455 -0.1360
H -12.4300 2.5348 -1.0851
C 0.3320 -2.5959 9.8777
C 0.4651 -1.6009 8.7395
O 1.4867 -1.9699 7.7992
S 1.1829 -3.1863 6.7950
C 2.5697 -2.9474 5.7276
O -0.0273 -2.8981 6.0764
O 1.3502 -4.4275 7.4947
H -0.0214 -3.5623 9.5201
H -0.3785 -2.2322 10.6208
H 1.2970 -2.7597 10.3579
H -0.4865 -1.4592 8.2222
H 0.7623 -0.6314 9.1374
H 2.4662 -1.9932 5.2182
H 2.5670 -3.7645 5.0097
H 3.4778 -2.9783 6.3241
C 3.9301 2.7602 -2.0080
C 5.2225 2.0599 -1.4358
B 6.4114 3.1053 -1.6273
O 6.8427 3.8804 -0.5107
P 7.3129 3.4466 -3.2704
H 4.2471 3.2913 -2.9096
H 3.6443 3.5150 -1.2752
H 3.1400 2.0502 -2.2304
H 5.0605 1.9291 -0.3620
H 5.4124 1.0940 -1.9056
H 7.7913 3.7968 -0.5143
H 6.5871 2.8745 -4.3434
H 7.3595 4.8522 -3.4616
*
```

=====

2.
Entry from the Open Molecules 2025 dataset: one molecule with the formula C5H6O at a distorted geometry (the ωB97M-V functional and the def2-TZVPD basis).

For the gap between HOMO and LUMO, the calculation gives 9.07 eV. The relative energy (zero: lowest compared OMol25 entry of this formula, charge and spin) is 51.4 kcal/mol. The calculation puts the HOMO energy at -8.73 eV. The maximum force comes out at 6.2 eV Å⁻¹. As for the electronic energy: -269.26437 hartree. The structure (SMILES) is OC1C=CC=C1. The lowest unoccupied orbital energy is 0.34 eV.

Geometry as ORCA input:
```
! wB97M-V def2-TZVPD RIJCOSX def2/J DEFGRID3
* xyz 0 1
O 1.6717 1.3481 -0.5024
C 0.9451 0.1733 -0.1726
C 0.1570 0.0460 1.1228
C -1.0763 -0.5361 0.9196
C -1.2357 -0.5845 -0.5491
C -0.1356 -0.1823 -1.1845
H 1.1782 2.1648 0.1938
H 1.7061 -0.6765 -0.1654
H 0.6577 0.2281 2.0372
H -1.7750 -0.7691 1.7728
H -2.0986 -0.9426 -1.1608
H 0.0056 -0.2693 -2.3114
*
```

=====

3.
Entry from the Open Molecules 2025 dataset: a 6-piece molecular cluster, C29H66ClINO25P6 overall at a distorted geometry (the ωB97M-V functional and the def2-TZVPD basis).

For the gap between HOMO and LUMO, the calculation gives 7.01 eV. The calculation puts the HOMO energy at -10.93 eV. The maximum force comes out at 8.1 eV Å⁻¹. As for the electronic energy: -5885.97908 hartree. The lowest unoccupied orbital energy is -3.92 eV.

Geometry as ORCA input:
```
! wB97M-V def2-TZVPD RIJCOSX def2/J DEFGRID3
* xyz 1 1
O -2.8305 -5.5965 -1.9847
C -2.7844 -5.2726 -3.1300
C -1.8237 -4.1772 -3.6285
C -0.4236 -4.5704 -3.2675
N 0.1861 -5.6721 -3.5564
C -0.3776 -6.7596 -4.3532
C 0.5211 -7.2435 -5.4870
C 1.8052 -7.9991 -5.0945
C 1.6803 -9.0132 -3.9648
O 1.2760 -10.3126 -4.4333
C -0.0443 -10.5344 -4.1497
O -0.4010 -11.1857 -3.2381
C 1.5327 -5.6517 -2.9329
C 1.2963 -4.7195 -1.7277
Cl 0.2955 -5.7378 -0.6358
C 2.5965 -4.3467 -1.0464
C 2.3679 -3.1375 -0.0925
C 1.9782 -3.5475 1.3993
O 1.1061 -2.8785 0.2587
C 0.4690 -3.6459 -2.4634
P 1.4181 -2.3631 -3.4821
O 2.6527 -3.1252 -4.2374
I -0.0879 -1.7595 -5.3002
H -3.4123 -5.7797 -3.8805
H -1.9453 -3.9870 -4.6915
H -2.0539 -3.3019 -3.0277
H -0.7335 -7.5587 -3.7031
H -1.2740 -6.3532 -4.8178
H -0.0799 -7.8167 -6.1886
H 0.8392 -6.3457 -6.0229
H 2.5899 -7.2928 -4.8307
H 2.1570 -8.5369 -5.9723
H 1.0254 -8.7025 -3.1498
H 2.6658 -9.1373 -3.5203
H -0.7362 -10.0709 -4.8679
H 1.6866 -6.6605 -2.5559
H 2.3615 -5.4288 -3.5937
H 3.3821 -4.0381 -1.7361
H 2.9361 -5.1239 -0.3744
H 3.0331 -2.2824 -0.1943
H 1.2853 -3.1350 2.1369
H 2.7966 -2.8394 1.7396
H -0.1807 -3.0520 -1.8220
H 2.3129 -3.6501 -4.9778
C -6.4730 -2.7876 -9.5724
O -5.7639 -3.0798 -8.3470
P -5.3159 -1.8255 -7.3444
O -4.3976 -2.6596 -6.4998
O -6.8363 -1.7037 -6.7994
C -7.3811 -2.7830 -6.0383
O -5.0431 -0.3692 -6.5761
C -3.6992 -0.1077 -6.1760
H -6.7334 -3.7358 -10.0337
H -7.3883 -2.2292 -9.3652
H -5.8427 -2.2235 -10.2584
H -6.5988 -3.4217 -5.6302
H -8.0452 -3.3791 -6.6645
H -7.9550 -2.3491 -5.2222
H -2.9883 -0.4180 -6.9402
H -3.4964 -0.6329 -5.2453
H -3.5922 0.9640 -6.0118
C 7.8981 0.3177 4.9165
O 6.7131 -0.1980 4.2744
P 5.5964 -0.9637 5.1942
O 4.7072 -1.5878 4.1951
O 5.0446 0.4066 5.8430
C 4.1896 1.2351 5.0537
O 5.3576 -1.7206 6.5926
C 5.1637 -3.1449 6.5584
H 8.4732 0.8497 4.1643
H 7.6317 1.0102 5.7172
H 8.5054 -0.4936 5.3168
H 3.7426 0.6941 4.2206
H 4.7612 2.0790 4.6632
H 3.3985 1.6168 5.6960
H 5.8262 -3.6301 5.8456
H 4.1289 -3.3590 6.3034
H 5.3762 -3.5253 7.5548
C 5.1649 5.5276 8.7671
O 3.9185 5.0041 8.2380
P 2.9834 4.1489 9.3245
O 2.0760 3.5806 8.2826
O 2.4393 5.4907 10.0431
C 1.5903 6.3538 9.2915
O 2.4657 3.2836 10.6145
C 2.1695 1.8965 10.4110
H 5.6409 6.1351 8.0032
H 4.9774 6.1519 9.6437
H 5.8272 4.7035 9.0329
H 1.1440 5.8399 8.4409
H 2.1597 7.2156 8.9367
H 0.8019 6.6985 9.9573
H 2.8913 1.4157 9.7547
H 1.1725 1.8037 9.9885
H 2.1987 1.4130 11.3857
C -7.3094 1.5333 -6.9013
O -7.6731 2.5095 -5.9006
P -9.2543 2.8385 -5.6741
O -9.2445 4.0422 -4.8270
O -9.5786 1.4607 -4.8966
C -9.1991 1.3622 -3.5261
O -10.6600 2.7855 -6.4431
C -11.2051 4.0318 -6.9135
H -6.2424 1.3827 -6.8693
H -7.8029 0.5822 -6.6998
H -7.5854 1.8890 -7.8966
H -9.0379 2.3425 -3.0798
H -8.2851 0.7704 -3.4382
H -10.0035 0.8563 -2.9958
H -10.4382 4.6815 -7.3282
H -11.7073 4.5353 -6.0918
H -11.9288 3.7961 -7.6902
C 2.8268 11.7427 6.8683
O 4.1791 11.2890 7.0844
P 4.7566 10.0845 6.1491
O 6.0066 9.6886 6.8219
O 4.9467 10.9934 4.8332
C 6.0844 11.8543 4.7696
O 4.2601 8.8345 5.2716
C 4.4389 7.5305 5.8465
H 2.6557 12.5878 7.5286
H 2.6881 12.0644 5.8342
H 2.1120 10.9560 7.1092
H 6.8610 11.5492 5.4694
H 5.7834 12.8799 4.9884
H 6.4770 11.8071 3.7561
H 4.2078 7.5370 6.9087
H 5.4607 7.1924 5.6882
H 3.7614 6.8446 5.3430
*
```

=====

4.
Entry from the Open Molecules 2025 dataset: a 4-piece molecular cluster, C8H20IO6S overall at a distorted geometry (the ωB97M-V functional and the def2-TZVPD basis).

For the gap between HOMO and LUMO, the calculation gives 5.87 eV. The relative energy (zero: lowest compared OMol25 entry of this formula, charge and spin) is 40.9 kcal/mol. The calculation puts the HOMO energy at -3.56 eV. The maximum force comes out at 3.9 eV Å⁻¹. As for the electronic energy: -1464.09282 hartree. The lowest unoccupied orbital energy is 2.31 eV.

Geometry as ORCA input:
```
! wB97M-V def2-TZVPD RIJCOSX def2/J DEFGRID3
* xyz -1 1
I -8.4494 3.5154 -1.2164
C -14.5835 2.8512 2.3464
C -15.9113 3.1773 1.7285
C -16.7998 1.9514 1.4355
S -16.0292 0.3961 2.1282
O -15.8382 -0.7153 1.1831
O -16.6175 0.0356 3.4336
C -14.4160 1.2847 2.3896
H -14.3125 3.2565 3.3213
H -13.8038 3.2861 1.7210
H -15.7109 3.5273 0.7158
H -16.4476 3.9519 2.2766
H -16.8622 1.6822 0.3811
H -17.8264 2.3133 1.4912
H -13.8131 1.1446 1.4925
H -13.7596 0.8125 3.1205
C -13.2436 11.3469 -2.9664
C -12.5730 10.0318 -2.6706
O -12.7474 8.9841 -3.6134
O -12.8809 11.7033 -4.3131
H -12.7420 12.0825 -2.3374
H -14.3176 11.2702 -2.7973
H -12.9015 9.7522 -1.6695
H -11.5050 10.2400 -2.6062
H -12.1103 8.2695 -3.5422
H -13.0402 10.8835 -4.7867
C -4.6326 -0.8313 6.5794
C -4.7878 0.1270 5.2938
O -5.9778 -0.3663 4.5780
O -4.0936 -2.1173 6.2884
H -5.4495 -0.8890 7.2987
H -3.6821 -0.5814 7.0506
H -3.8788 0.1309 4.6923
H -5.1450 1.0886 5.6623
H -6.1060 0.3323 3.9322
H -4.7495 -2.6680 5.8546
*
```